# 1
The following is a DFT calculation (ωB97M-V/def2-TZVPD) of an isolated molecule of C6H12O2.

XYZ file:
```
20
C6H12O2, DFT ωB97M-V/def2-TZVPD
C 0.2705 0.7734 -0.3148
C 0.5695 -0.7657 0.0536
C -0.7373 0.8950 -1.4560
C 1.6000 1.4170 -0.7254
C -0.4770 -1.5070 0.8159
C -1.6117 -1.1070 1.3857
O -0.2205 1.5225 0.7955
O -0.0190 -2.8730 0.9601
H 0.3418 1.3194 1.5619
H -0.5730 -3.3164 1.6245
H 0.7641 -1.2887 -0.8910
H 1.4854 -0.7828 0.6563
H -0.3984 0.3576 -2.3477
H -0.8858 1.9465 -1.7308
H -1.7203 0.5104 -1.1698
H 1.4594 2.4726 -0.9854
H 2.0538 0.9027 -1.5775
H 2.3124 1.4002 0.1080
H -1.9715 -0.0873 1.2914
H -2.2424 -1.7896 1.9452
```

Output
Maximum force in eV/Å: 2.132
Total charge: 0
Structure (SMILES): C=C(O)CC(C)(C)O
Energy relative to the best compared isomer or geometry (same formula, charge and spin) in kJ/mol: 132.1
LUMO level in eV: 0.7865
Highest occupied orbital energy in eV: -9.07
HOMO-LUMO gap in eV: 9.9

From a Mulliken analysis of the wavefunction, the atomic charges in e read: 1.267 -0.676 -1.574 -1.664 0.666 -1.146 -0.576 -0.492 0.400 0.305 0.347 0.381 0.344 0.423 0.336 0.394 0.341 0.392 0.284 0.249

---

# 2
The following is a DFT calculation (ωB97M-V/def2-TZVPD) of C44H44BrClF4InN2O12PSi as an isolated structure.

XYZ file:
```
111
C44H44BrClF4InN2O12PSi, DFT ωB97M-V/def2-TZVPD
In -0.7318 -0.5019 0.0994
Cl -1.2828 -3.3827 -6.7678
C -1.0673 -3.0441 -5.0795
C -0.0034 -3.6502 -4.3850
C 0.2272 -3.3505 -3.0707
C -0.5766 -2.4120 -2.3757
O -0.2415 -2.0821 -1.1651
C -1.7162 -1.9110 -3.0573
C -2.7313 -1.1942 -2.3584
O -2.7441 -0.9233 -1.1545
C -1.9221 -2.2143 -4.4206
H 0.6342 -4.3554 -4.9020
H 1.0515 -3.7937 -2.5288
H -3.6048 -0.8921 -2.9607
H -2.7765 -1.7899 -4.9362
F -1.3601 0.9616 6.5594
C -1.4803 1.1916 5.2566
C -1.0365 2.3775 4.7127
F -0.5065 3.3056 5.5025
C -1.1603 2.6119 3.3527
F -0.8117 3.8426 2.9637
C -1.6846 1.6741 2.4680
P -1.7905 1.8235 0.5328
C -3.5434 2.2866 0.5402
C -4.4687 1.6509 -0.2773
C -5.7978 2.0418 -0.2452
C -6.2006 3.0768 0.5862
C -5.2754 3.7177 1.3985
C -3.9486 3.3182 1.3856
C -0.7009 3.2471 0.2787
C -1.1983 4.4763 -0.1388
C -0.3172 5.5278 -0.3541
C 1.0448 5.3536 -0.1605
C 1.5390 4.1174 0.2347
C 0.6701 3.0604 0.4509
C -2.1481 0.4979 3.0669
Br -3.0422 -0.8321 2.0541
C -2.0675 0.2600 4.4274
F -2.5634 -0.8551 4.9649
H -4.1413 0.8480 -0.9239
H -6.5226 1.5449 -0.8772
H -7.2381 3.3856 0.6020
H -5.5883 4.5285 2.0441
H -3.2265 3.8172 2.0211
H -2.2569 4.6121 -0.3119
H -0.7010 6.4869 -0.6792
H 1.7263 6.1785 -0.3265
H 2.6019 3.9748 0.3828
H 1.0486 2.0858 0.7447
O -2.9548 3.1762 -2.4823
C -2.0642 2.3510 -2.4797
O -1.6966 1.6062 -1.4737
C -1.2866 2.0651 -3.7472
C -0.1519 1.2690 -3.7370
C 0.5212 1.0283 -4.9216
C 0.1046 1.5650 -6.1224
C -1.0178 2.3706 -6.1010
C -1.7206 2.6290 -4.9387
N -1.4722 2.9777 -7.3665
O -2.5022 3.6189 -7.3401
O -0.7816 2.8026 -8.3499
N 1.7207 0.1772 -4.8980
O 2.2349 -0.1029 -5.9605
O 2.1184 -0.1964 -3.8109
H 0.2220 0.8559 -2.8133
H 0.6348 1.3676 -7.0410
H -2.5979 3.2600 -4.9518
C 3.3797 -1.5279 4.8895
C 2.8953 -0.6094 3.7735
C 3.9456 0.4518 3.4644
C 1.5752 0.0498 4.1620
O 2.7325 -1.4252 2.6136
Si 1.7023 -1.4833 1.3602
O 1.1290 -0.0557 0.8814
O 2.4257 -2.3687 0.2059
C 3.7574 -2.2580 -0.3323
C 3.7314 -2.9741 -1.6765
C 4.1105 -0.7864 -0.5360
C 4.7553 -2.9388 0.6028
O 0.2389 -2.2324 1.7069
C -0.0106 -3.5727 2.2074
C -1.1300 -4.1634 1.3576
C -0.4484 -3.4352 3.6597
C 1.2281 -4.4598 2.1118
H 3.5947 -0.9512 5.7901
H 4.2860 -2.0483 4.5756
H 2.6187 -2.2750 5.1234
H 4.0636 1.1182 4.3202
H 3.6364 1.0426 2.5992
H 4.9081 -0.0137 3.2454
H 1.7039 0.6636 5.0548
H 0.8267 -0.7208 4.3619
H 1.2172 0.6724 3.3389
H 3.0660 -2.4482 -2.3622
H 3.3788 -3.9991 -1.5452
H 4.7332 -2.9974 -2.1075
H 3.3546 -0.3114 -1.1642
H 5.0841 -0.6914 -1.0173
H 4.1365 -0.2659 0.4258
H 4.4930 -3.9924 0.7234
H 4.7313 -2.4677 1.5834
H 5.7636 -2.8714 0.1913
H -2.0489 -3.5875 1.4796
H -1.3261 -5.1931 1.6582
H -0.8389 -4.1452 0.3063
H -1.3594 -2.8407 3.7270
H 0.3371 -2.9510 4.2433
H -0.6483 -4.4174 4.0914
H 1.5559 -4.5397 1.0762
H 0.9867 -5.4527 2.4900
H 2.0496 -4.0456 2.7009
```

Output
Maximum force in eV/Å: 0.896
Total charge: 0
Energy relative to the best compared isomer or geometry (same formula, charge and spin) in kJ/mol: 108.9
LUMO level in eV: -0.9087
Highest occupied orbital energy in eV: -8.66
HOMO-LUMO gap in eV: 7.7

Mulliken population analysis, charges in e, atoms 1 to 99: 2.444 -0.242 -0.084 -0.877 -0.680 -0.055 -0.402 1.056 -0.438 -0.392 -0.966 0.491 0.415 0.263 0.453 -0.377 0.597 0.466 -0.354 0.184 -0.471 0.056 2.157 0.731 -0.383 -0.820 -0.718 -0.912 -0.640 0.882 -1.084 -1.065 -0.659 -0.781 0.028 -0.142 -0.165 0.252 -0.429 0.189 0.479 0.407 0.452 0.350 0.474 0.443 0.399 0.478 0.038 -0.666 -0.711 -0.059 0.209 0.215 -0.655 -0.506 -0.495 -0.516 1.055 -0.613 -0.621 1.093 -0.648 -0.539 0.776 0.656 0.676 -1.994 2.081 -1.747 -1.202 -0.207 -2.510 2.122 0.785 1.784 -1.657 -1.162 -1.588 0.544 1.437 -1.346 -1.304 -1.408 0.439 0.353 0.312 0.500 0.181 0.359 0.810 0.115 -0.246 0.147 0.293 0.483 0.061 0.634 0.018

---

# 3
The following is a DFT calculation (ωB97M-V/def2-TZVPD) of C29H28ClN3O3Tl as an isolated structure.

XYZ file:
```
65
C29H28ClN3O3Tl, DFT ωB97M-V/def2-TZVPD
Tl -0.0988 -0.7145 -0.1052
C 4.0141 2.8789 1.3804
O 3.5105 2.9977 0.0744
C 3.5573 4.1999 -0.5566
C 4.4388 5.2246 -0.2474
C 4.4908 6.3688 -1.0303
C 3.6587 6.4989 -2.1264
C 2.7512 5.4969 -2.4273
C 2.6679 4.3514 -1.6443
N 1.7452 3.3616 -1.9514
C 1.1202 2.4657 -1.0692
N 0.7607 3.0216 0.0859
C 0.0765 2.5684 1.2345
C -0.5076 1.3031 1.3447
C -1.2427 1.1272 2.5327
C -1.4078 2.1037 3.4927
C -0.7733 3.3311 3.3582
C -0.0062 3.5552 2.2342
O 0.7109 4.7422 1.9956
C 0.5445 5.7929 2.9011
N 0.8128 1.2783 -1.4752
C 1.4639 0.7835 -2.6114
C 2.8126 0.4426 -2.4835
C 3.5386 -0.0538 -3.5433
C 2.9302 -0.2176 -4.7762
C 1.5943 0.1005 -4.9176
C 0.8450 0.5985 -3.8567
O -0.4549 0.9414 -4.1643
C -1.4630 0.6295 -3.2257
H 3.7193 1.8830 1.7084
H 3.5674 3.6249 2.0428
H 5.1055 2.9631 1.4107
H 5.1100 5.1265 0.5927
H 5.1968 7.1496 -0.7852
H 3.7018 7.3860 -2.7422
H 2.0890 5.5965 -3.2768
H 1.6259 3.1427 -2.9288
H 1.0579 3.9834 0.1951
H -1.7135 0.1660 2.6997
H -2.0174 1.9253 4.3711
H -0.8865 4.0826 4.1280
H 1.1334 6.6238 2.5087
H 0.9184 5.5332 3.8980
H -0.5063 6.0946 2.9814
H 3.2591 0.5716 -1.5094
H 4.5788 -0.3086 -3.4092
H 3.4835 -0.6111 -5.6170
H 1.0927 -0.0205 -5.8659
H -2.4026 0.9008 -3.7064
H -1.3518 1.1879 -2.2923
H -1.4646 -0.4430 -2.9980
Cl 0.5463 -3.3919 1.9095
C 0.7864 -2.0190 2.9613
C 0.1473 -2.0326 4.1771
C 0.2846 -0.9507 5.0353
C 1.0738 0.1208 4.6351
C 1.7047 0.1172 3.4174
C 1.5880 -0.9517 2.4958
C 2.1877 -0.9305 1.1997
H -0.4645 -2.8821 4.4558
H -0.2207 -0.9417 5.9904
H 1.1984 0.9693 5.2976
H 2.3146 0.9635 3.1313
H 2.5673 -1.8948 0.8647
H 2.9406 -0.1542 1.0762
```

Output
Maximum force in eV/Å: 0.882
Total charge: -1
LUMO level in eV: 2.4979
Highest occupied orbital energy in eV: -2.79
HOMO-LUMO gap in eV: 5.3

From a Mulliken analysis of the wavefunction, the atomic charges in e read: 0.651 -0.646 0.038 1.231 -0.799 -0.771 -0.564 -0.567 -0.087 0.112 -0.102 0.084 0.737 -1.287 -0.166 -1.231 -0.287 0.842 -0.396 -1.063 0.175 -1.088 0.284 -1.093 -0.477 -0.360 0.660 -0.557 -0.514 -0.124 0.322 0.331 0.393 0.391 0.374 0.425 0.389 0.237 0.335 0.352 0.358 0.254 0.366 0.381 0.492 0.412 0.370 0.444 0.250 0.162 0.209 -0.232 0.785 -0.708 -0.409 -0.863 -0.075 0.698 -1.817 0.398 0.351 0.366 0.109 0.530 -0.016

---

# 4
The following is a DFT calculation (ωB97M-V/def2-TZVPD) of a 3-piece molecular cluster, C3H7NOS overall.

XYZ file:
```
13
C3H7NOS, DFT ωB97M-V/def2-TZVPD
C 0.5015 -2.9079 -0.6614
C -1.0195 0.4382 0.3006
C -0.6294 -3.1136 -0.2756
N 1.7095 1.9613 0.5296
O -2.9127 2.0857 -0.4446
S -2.4958 0.6163 -0.4039
H 1.4176 -2.4618 -0.4622
H 2.0765 2.2145 1.4248
H -0.4003 1.4020 0.6259
H -0.4436 -0.4933 0.0246
H -1.5404 -3.5730 -0.5102
H 1.8622 2.7223 -0.1266
H 1.8743 1.1095 -0.0210
```

Output
Maximum force in eV/Å: 2.966
Total charge: 0
Energy relative to the best compared isomer or geometry (same formula, charge and spin) in kJ/mol: 531.6
LUMO level in eV: -0.1316
Highest occupied orbital energy in eV: -9.30
HOMO-LUMO gap in eV: 9.2

From a Mulliken analysis of the wavefunction, the atomic charges in e read: -0.258 -0.112 -0.375 -0.696 -0.530 0.354 0.337 0.201 0.372 -0.065 0.315 0.224 0.232

---

# 5
The following is a DFT calculation (ωB97M-V/def2-TZVPD) of an isolated ion of composition C4H7N2O2S and charge +1.

XYZ file:
```
16
C4H7N2O2S, DFT ωB97M-V/def2-TZVPD
C -0.5419 -0.8807 0.8276
C 1.3412 0.7557 -0.3518
C 0.5908 -1.3588 0.3327
C -0.9527 0.5319 0.4389
N 0.1576 1.2600 -0.1118
N 1.5609 -0.4962 -0.1707
O 1.0372 -2.6449 0.2449
O -2.0428 0.5374 -0.4905
S -0.0767 2.9550 -0.4117
H -1.3235 -1.5935 1.3030
H 1.9235 1.4829 -0.9324
H -1.2900 1.0599 1.3906
H 2.4686 -0.9728 -0.2867
H 0.2967 -3.1567 0.2057
H -1.8703 -0.1689 -1.0503
H -1.2784 2.6894 -0.9373
```

Output
Maximum force in eV/Å: 4.399
Total charge: +1
Structure (SMILES): OC1=C[C@H](O)N(S)C=[NH+]1
Energy relative to the best compared isomer or geometry (same formula, charge and spin) in kJ/mol: 101.8
LUMO level in eV: -4.1563
Highest occupied orbital energy in eV: -13.79
HOMO-LUMO gap in eV: 9.6

From a Mulliken analysis of the wavefunction, the atomic charges in e read: -0.931 0.104 0.647 0.171 -0.155 -0.045 -0.461 -0.487 -0.074 0.293 0.399 0.320 0.282 0.325 0.381 0.232